No. 1
{
  "formula": "C12H36N2O7",
  "method": "wB97M-V/def2-TZVPD",
  "e_lumo_ev": 0.806,
  "smiles": "COCCNCCOC.COCCNCCOC.O.O.O",
  "orbital_gap_ev": 9.51,
  "total_charge": 0,
  "species": ["C", "O", "C", "C", "N", "C", "C", "O", "C", "H", "H", "H", "H", "H", "H", "H", "H", "H", "H", "H", "H", "H", "H", "H", "C", "O", "C", "C", "N", "C", "C", "O", "C", "H", "H", "H", "H", "H", "H", "H", "H", "H", "H", "H", "H", "H", "H", "H", "O", "H", "H", "O", "H", "H", "O", "H", "H"],
  "positions_angstrom": [[-7.52591, -10.58183, 5.24843], [-6.74507, -9.46616, 4.74947], [-5.40515, -9.83987, 4.48705], [-5.39754, -10.72141, 3.24042], [-4.07354, -10.92984, 2.64100], [-4.14186, -11.77562, 1.35264], [-2.72749, -12.07849, 0.78749], [-2.93324, -13.08530, -0.19004], [-1.72330, -13.58659, -0.68339], [-6.95261, -11.25857, 5.88203], [-7.82937, -11.17748, 4.38748], [-8.37648, -10.14820, 5.77437], [-5.03490, -10.40864, 5.33999], [-5.00230, -8.85113, 4.26749], [-6.06661, -10.24580, 2.52332], [-5.81403, -11.67681, 3.55957], [-3.75970, -10.02783, 2.31238], [-4.55078, -11.24922, 0.49021], [-4.69719, -12.71334, 1.37283], [-2.06002, -12.34325, 1.60756], [-2.31680, -11.18472, 0.31782], [-1.73641, -14.29110, -1.51501], [-1.25075, -14.15797, 0.11555], [-1.01460, -12.85257, -1.06690], [8.52069, -17.47013, -21.90398], [9.11642, -16.71455, -20.82377], [9.86382, -17.48514, -19.96177], [9.14857, -18.64740, -19.16441], [8.27785, -18.13199, -18.04416], [6.85829, -17.55715, -18.42395], [6.02619, -17.04582, -17.24757], [5.57369, -18.12816, -16.45406], [4.50713, -17.64922, -15.65756], [8.19588, -18.48366, -21.66867], [9.14917, -17.56117, -22.78988], [7.57629, -16.94740, -22.05557], [10.23251, -16.59349, -19.45471], [10.74396, -17.88387, -20.46621], [9.98542, -19.10919, -18.64043], [8.59262, -19.44717, -19.65370], [8.72712, -17.23575, -17.92163], [6.26565, -18.19879, -19.07603], [7.15586, -16.74031, -19.08145], [5.24644, -16.36517, -17.58936], [6.76433, -16.47519, -16.68397], [4.75628, -16.94019, -14.86807], [4.03164, -18.42645, -15.05929], [3.69644, -17.20231, -16.23305], [-2.56813, -14.17194, -11.16936], [-2.85394, -14.23202, -12.08091], [-2.57834, -13.23454, -10.97592], [-1.67258, -18.71054, -7.98149], [-1.35123, -18.28371, -7.18727], [-1.89428, -17.98825, -8.56919], [-2.35887, -23.84311, -9.10096], [-1.59085, -24.14679, -9.58485], [-2.13502, -22.95287, -8.82965]],
  "forces_ev_per_a": [[0.318, 0.877, -0.983], [-0.838, -1.035, 1.134], [-0.915, 0.270, -0.949], [0.379, -0.055, -0.175], [-0.389, -1.515, -1.454], [1.197, 1.078, -0.051], [-1.027, 0.021, 0.679], [0.096, 0.096, -0.437], [1.202, -0.702, 0.239], [0.191, 0.241, 0.359], [-0.479, -0.068, 0.076], [0.044, -0.253, -0.062], [0.677, 0.462, 0.120], [1.022, -0.307, 0.346], [-0.397, -0.059, -0.087], [0.061, -0.206, -0.398], [0.214, 0.236, 0.105], [-0.823, 0.496, 0.277], [0.066, 0.056, 0.901], [0.201, -0.547, -0.047], [0.130, 0.183, -0.109], [-1.289, -0.033, -0.055], [0.428, 0.092, 0.193], [-0.069, 0.671, 0.380], [-0.785, 0.701, 0.615], [-1.892, -1.060, -2.443], [0.239, -0.493, 0.026], [-0.122, 1.615, 1.367], [-1.503, 0.719, -0.622], [1.542, -0.429, -1.000], [2.313, -0.819, -0.397], [-1.079, 0.898, 0.097], [-0.772, -0.450, 0.895], [0.363, -0.128, 0.621], [0.107, 0.463, -0.007], [0.174, 0.109, -0.783], [0.509, -0.908, 1.883], [0.180, -0.447, -0.252], [0.016, -0.326, -0.018], [0.296, 0.327, -0.690], [0.253, 0.112, 0.995], [0.197, -0.623, 0.280], [-0.679, 0.568, 0.019], [-0.266, -0.227, -0.061], [-0.209, 0.473, 0.542], [0.751, 0.480, -0.234], [0.301, -0.646, -0.434], [0.066, 0.088, -0.398], [0.066, -0.179, 0.150], [-0.073, -0.066, -0.234], [0.010, 0.232, 0.094], [-0.005, -0.256, -0.030], [0.083, 0.070, 0.216], [-0.079, 0.177, -0.200], [-0.186, -0.144, 0.032], [0.172, -0.108, -0.126], [0.013, 0.273, 0.098]]
}

No. 2
{
  "formula": "C12H36O12",
  "method": "wB97M-V/def2-TZVPD",
  "e_lumo_ev": [2.252, 2.227],
  "multiplicity": 2,
  "orbital_gap_ev": [1.89, 9.41],
  "total_charge": -1,
  "species": ["C", "C", "O", "O", "H", "H", "H", "H", "H", "H", "C", "C", "O", "O", "H", "H", "H", "H", "H", "H", "C", "C", "O", "O", "H", "H", "H", "H", "H", "H", "C", "C", "O", "O", "H", "H", "H", "H", "H", "H", "C", "C", "O", "O", "H", "H", "H", "H", "H", "H", "C", "C", "O", "O", "H", "H", "H", "H", "H", "H"],
  "positions_angstrom": [[-0.30935, 1.75925, -3.49956], [-1.54912, 2.51487, -2.84810], [-2.04265, 3.47489, -3.79155], [-0.67767, 0.74226, -4.42016], [0.17379, 1.26610, -2.65607], [0.23804, 2.57926, -3.96437], [-1.36078, 3.05821, -1.92214], [-2.29666, 1.79744, -2.50962], [-2.70392, 4.04978, -3.39934], [-1.28725, 1.12380, -5.05612], [-2.49173, 4.02371, 1.41782], [-3.75756, 4.81688, 1.43705], [-4.59584, 4.31552, 0.41537], [-2.41929, 2.65495, 1.80358], [-1.75434, 4.60394, 1.97253], [-2.10107, 4.11586, 0.40441], [-3.67759, 5.87498, 1.18773], [-4.18201, 4.67634, 2.43112], [-5.18388, 3.65984, 0.79733], [-2.86616, 2.54983, 2.64671], [-0.63456, 0.15718, 0.14466], [-0.07380, -0.70006, 1.21154], [-0.26357, -2.11066, 1.05558], [-0.30786, 1.49451, 0.37188], [-1.71910, 0.04841, 0.15071], [-0.26168, -0.13685, -0.83647], [-0.53527, -0.45708, 2.16868], [0.99599, -0.54814, 1.35493], [0.05426, -2.50122, 1.87292], [-1.03893, 1.94840, 0.79748], [2.98598, -4.04564, 2.52105], [1.87554, -4.29747, 3.58065], [0.84554, -3.29417, 3.52054], [3.80752, -5.14595, 2.41093], [3.67666, -3.26226, 2.83314], [2.59684, -3.83918, 1.52404], [2.36410, -4.27392, 4.55474], [1.44278, -5.28111, 3.39827], [0.11344, -3.58584, 4.06876], [4.23760, -5.14497, 3.26920], [-0.26966, -4.69933, -3.22926], [-0.64510, -4.06413, -1.88477], [-0.04649, -2.80982, -1.66727], [-1.17966, -4.31139, -4.19600], [-0.48456, -5.76591, -3.16337], [0.76733, -4.58125, -3.54360], [-0.28873, -4.74023, -1.10760], [-1.72989, -3.97435, -1.82760], [-0.43820, -2.39259, -0.89650], [-1.01449, -3.46343, -4.61466], [3.06962, 2.13941, 1.29537], [2.93778, 2.25689, -0.18962], [1.79327, 2.96216, -0.56640], [4.17532, 1.33235, 1.65215], [2.15191, 1.75020, 1.73631], [3.14156, 3.16772, 1.64964], [2.97068, 1.26877, -0.64857], [3.79804, 2.83629, -0.52483], [0.98381, 2.58601, -0.21299], [4.99100, 1.82094, 1.51969]],
  "forces_ev_per_a": [[-2.101, 1.113, 1.307], [0.312, -0.185, -0.142], [0.089, -0.497, -0.579], [0.023, 0.204, 0.165], [0.505, 0.168, -0.342], [0.622, -0.326, -0.004], [1.001, -0.101, 0.047], [-0.337, -0.330, -0.563], [-0.026, -0.180, 0.258], [-0.077, 0.128, -0.083], [2.127, 1.271, -0.494], [-0.814, -1.371, 0.025], [-0.900, 0.092, -0.321], [-0.344, 0.739, -1.081], [0.213, 0.019, 0.591], [-0.031, -0.482, -0.249], [0.788, 0.051, 0.369], [-0.414, 0.360, 0.082], [-0.102, -0.352, 0.043], [-0.389, -0.305, 0.857], [-0.855, -0.448, -0.775], [0.852, -0.980, 2.061], [-0.516, 0.387, -0.984], [0.784, 0.548, -0.266], [-0.184, -0.107, -0.205], [0.051, -0.053, -0.145], [-0.131, 0.553, 0.047], [0.222, 0.440, -0.276], [0.132, -0.343, 0.210], [-0.625, 0.090, 0.652], [-0.940, 1.190, 0.159], [0.101, 0.601, -0.827], [0.623, -0.221, -0.208], [0.683, -1.682, 0.350], [-0.714, 0.899, -0.030], [-0.284, 0.191, 0.181], [-0.084, -0.124, 0.272], [0.098, -0.125, -0.009], [-0.120, 0.046, 0.119], [0.518, -0.679, -0.069], [-0.610, 0.050, 0.940], [0.865, -0.298, 0.351], [0.283, 0.293, -1.134], [-1.072, 0.356, -1.856], [0.352, -0.195, 0.380], [0.153, 0.280, 0.266], [-0.135, -0.304, 0.317], [-0.126, -0.273, -0.129], [0.064, -0.227, 0.436], [0.356, 0.149, 0.386], [-0.327, 0.501, 0.238], [-0.240, -0.237, -0.314], [0.372, 1.157, -0.617], [0.016, -0.242, 0.381], [0.164, -0.405, 0.041], [0.241, 0.105, 0.452], [0.085, -0.235, -0.106], [0.093, -0.035, -0.394], [-0.232, -0.737, 0.284], [-0.060, 0.101, -0.067]]
}

F_max, respectively: 3.3, 2.7 eV Å⁻¹.
Energy above the lowest of the compared OMol25 structures with the same formula, charge and spin, respectively: 2.9784, 0.0000 eV.